ORCA calculation (the ωB97M-V functional and the def2-TZVPD basis) on C26H32AlBBeCl2CsF12MgN3O15P2S2 as an isolated structure at a distorted geometry.

Atoms and positions in Å:
C 2.333 -0.743 2.098
C 0.957 -1.472 1.931
P -0.481 -0.309 1.758
C -0.306 1.063 3.029
C -0.499 0.525 0.079
C -1.424 1.760 0.206
C -0.885 3.016 -0.183
C -1.680 4.182 -0.048
C -2.985 3.889 0.504
C -3.342 2.552 0.798
N -2.632 1.435 0.680
C -0.923 -0.421 -1.174
O 0.195 -0.597 -1.994
B 1.064 0.574 -1.702
C 2.577 0.535 -2.286
C 3.582 1.493 -1.553
C 4.999 0.870 -1.293
C 6.047 2.021 -1.264
C 6.200 2.778 0.111
C 5.369 2.226 1.306
O 5.347 3.332 2.262
C 4.180 4.023 1.929
C 2.812 3.649 2.558
O 4.186 4.892 1.129
O 0.838 0.749 -0.259
H 3.064 -1.449 2.549
H 2.295 0.142 2.768
H 2.752 -0.404 1.129
H 0.977 -2.219 1.109
H 0.776 -2.031 2.880
H -1.337 1.437 3.235
H 0.287 1.865 2.542
H 0.180 0.649 3.936
H 0.136 3.081 -0.585
H -1.353 5.195 -0.316
H -3.703 4.710 0.701
H -4.375 2.395 1.190
H -1.363 -1.350 -0.748
H -1.743 0.018 -1.797
H 0.493 1.444 -2.360
H 3.020 -0.493 -2.361
H 2.513 0.893 -3.342
H 3.756 2.390 -2.203
H 3.077 1.877 -0.641
H 5.221 0.241 -2.200
H 5.049 0.183 -0.428
H 7.059 1.608 -1.573
H 5.806 2.834 -2.045
H 6.060 3.874 -0.053
H 7.279 2.665 0.407
H 4.312 1.980 1.077
H 5.858 1.383 1.839
H 2.974 3.138 3.530
H 2.117 4.502 2.605
H 2.340 2.883 1.889
Al 6.513 2.353 -3.446
C -7.271 -4.429 0.907
F -7.507 -5.538 0.203
F -8.241 -3.562 0.631
F -7.400 -4.757 2.209
S -5.626 -3.724 0.538
O -5.671 -3.408 -0.861
O -4.685 -4.750 0.905
N -5.708 -2.470 1.536
S -4.433 -1.562 1.505
O -4.232 -0.797 0.302
O -3.229 -2.120 2.084
C -4.953 -0.314 2.737
F -5.193 -0.842 3.936
F -6.070 0.329 2.382
F -3.975 0.631 2.892
N 6.757 5.531 4.310
O 6.015 5.552 5.279
O 6.412 4.869 3.290
O 7.821 6.133 4.314
Mg -5.236 3.940 -0.892
F -10.609 -4.039 -1.520
P -10.394 -2.671 -2.388
F -11.325 -2.245 -3.666
F -9.621 -2.083 -1.073
F -9.780 -3.831 -3.366
F -9.253 -1.684 -3.033
F -11.771 -2.136 -1.685
C 2.375 -5.873 -3.003
C 2.483 -5.182 -4.197
C 1.466 -4.051 -4.333
O 1.429 -3.278 -5.264
C 0.452 -3.880 -3.271
C 0.334 -4.578 -2.088
C 1.419 -5.644 -1.903
O 1.541 -6.324 -0.903
O -0.516 -4.441 -1.202
O 3.275 -5.370 -5.113
H 3.059 -6.691 -2.802
H -0.267 -3.097 -3.492
Be 8.735 0.443 -3.530
Cl 7.593 4.618 0.977
Cs -0.405 -6.557 -3.671
Cl -3.357 2.068 4.411

Its total energy is -174204.2561 eV.